(1)
{
  "formula": "C57H144N15O32P5",
  "method": "ωB97M-V/def2-TZVPD",
  "total_energy_ev": -195761.5815,
  "e_lumo_ha": 0.0150,
  "homo_lumo_gap_ev": 8.24,
  "species": ["O", "P", "N", "C", "C", "N", "C", "C", "N", "C", "C", "H", "H", "H", "H", "H", "H", "H", "H", "H", "H", "H", "H", "H", "H", "H", "H", "H", "H", "O", "P", "N", "C", "C", "N", "C", "C", "N", "C", "C", "H", "H", "H", "H", "H", "H", "H", "H", "H", "H", "H", "H", "H", "H", "H", "H", "H", "H", "O", "P", "N", "C", "C", "N", "C", "C", "N", "C", "C", "H", "H", "H", "H", "H", "H", "H", "H", "H", "H", "H", "H", "H", "H", "H", "H", "H", "H", "O", "P", "N", "C", "C", "N", "C", "C", "N", "C", "C", "H", "H", "H", "H", "H", "H", "H", "H", "H", "H", "H", "H", "H", "H", "H", "H", "H", "H", "O", "P", "N", "C", "C", "N", "C", "C", "N", "C", "C", "H", "H", "H", "H", "H", "H", "H", "H", "H", "H", "H", "H", "H", "H", "H", "H", "H", "H", "C", "O", "C", "O", "O", "C", "H", "H", "H", "H", "H", "H", "C", "O", "C", "O", "O", "C", "H", "H", "H", "H", "H", "H", "C", "O", "C", "O", "O", "C", "H", "H", "H", "H", "H", "H", "C", "O", "C", "O", "O", "C", "H", "H", "H", "H", "H", "H", "C", "O", "C", "O", "O", "C", "H", "H", "H", "H", "H", "H", "C", "O", "C", "O", "O", "C", "H", "H", "H", "H", "H", "H", "C", "O", "C", "O", "O", "C", "H", "H", "H", "H", "H", "H", "C", "O", "C", "O", "O", "C", "H", "H", "H", "H", "H", "H", "C", "O", "C", "O", "O", "C", "H", "H", "H", "H", "H", "H"],
  "xyz": [[27.276, 18.880, 17.880], [28.515, 18.194, 17.340], [28.344, 17.325, 15.862], [27.022, 17.091, 15.289], [29.431, 16.699, 15.113], [29.140, 17.023, 18.401], [30.239, 16.145, 18.184], [28.117, 16.382, 19.337], [29.848, 19.254, 17.107], [30.503, 19.808, 18.309], [29.773, 20.329, 16.093], [26.954, 17.631, 14.345], [26.278, 17.357, 16.039], [26.932, 16.035, 15.032], [29.143, 16.600, 14.066], [29.640, 15.722, 15.548], [30.359, 17.266, 15.185], [31.054, 16.509, 17.558], [30.685, 15.861, 19.137], [29.849, 15.263, 17.675], [27.868, 15.403, 18.929], [28.598, 16.310, 20.312], [27.199, 16.971, 19.365], [30.636, 19.008, 19.038], [31.497, 20.189, 18.075], [29.885, 20.551, 18.814], [29.222, 21.241, 16.325], [29.232, 20.011, 15.202], [30.727, 20.733, 15.754], [21.216, 15.131, 12.733], [20.485, 16.243, 13.346], [19.216, 15.816, 14.387], [18.469, 16.809, 15.217], [19.199, 14.403, 14.860], [19.689, 17.108, 12.089], [18.360, 17.660, 12.232], [20.370, 17.697, 10.918], [21.405, 17.401, 14.235], [20.869, 18.730, 14.570], [22.465, 16.956, 15.219], [17.397, 16.668, 15.355], [18.486, 17.792, 14.747], [18.873, 16.862, 16.228], [19.216, 13.717, 14.013], [18.238, 14.215, 15.339], [20.006, 14.102, 15.528], [17.656, 17.009, 12.752], [18.374, 18.569, 12.832], [17.825, 17.842, 11.299], [21.227, 17.150, 10.526], [19.587, 17.795, 10.165], [20.847, 18.647, 11.160], [21.704, 19.414, 14.722], [20.175, 18.922, 13.753], [20.428, 18.579, 15.556], [21.936, 16.371, 15.971], [23.018, 17.796, 15.639], [23.234, 16.515, 14.585], [18.764, 11.515, 20.597], [18.228, 11.174, 19.290], [17.579, 12.489, 18.526], [17.124, 13.619, 19.391], [17.143, 12.581, 17.189], [16.901, 10.124, 19.272], [16.551, 9.449, 18.001], [16.121, 9.727, 20.437], [19.408, 10.606, 18.194], [20.281, 11.638, 17.611], [20.008, 9.253, 18.203], [17.893, 14.092, 20.002], [16.264, 13.222, 19.931], [16.740, 14.432, 18.774], [17.655, 12.098, 16.356], [17.038, 13.621, 16.881], [16.160, 12.117, 17.273], [16.778, 8.391, 18.129], [15.503, 9.697, 17.836], [17.174, 9.736, 17.154], [15.251, 9.143, 20.136], [16.721, 9.154, 21.144], [15.715, 10.607, 20.935], [19.673, 12.373, 17.083], [20.880, 12.150, 18.364], [20.963, 11.209, 16.877], [19.511, 8.678, 17.421], [19.911, 8.845, 19.209], [21.069, 9.250, 17.953], [26.674, 7.222, 19.133], [28.007, 7.633, 18.634], [29.268, 7.675, 19.820], [29.211, 6.649, 20.881], [30.652, 8.199, 19.608], [28.102, 9.184, 17.955], [27.328, 9.502, 16.708], [28.087, 10.274, 18.903], [28.736, 6.592, 17.479], [29.605, 7.089, 16.419], [28.869, 5.202, 17.740], [30.053, 6.711, 21.571], [29.109, 5.668, 20.417], [28.266, 6.903, 21.361], [30.938, 8.742, 20.509], [30.719, 8.913, 18.787], [31.375, 7.390, 19.509], [26.358, 9.881, 17.028], [27.844, 10.298, 16.171], [27.292, 8.576, 16.133], [28.412, 11.243, 18.524], [27.104, 10.365, 19.363], [28.590, 10.024, 19.837], [30.652, 6.797, 16.504], [29.302, 6.791, 15.415], [29.575, 8.176, 16.346], [28.982, 4.654, 16.805], [27.998, 4.846, 18.291], [29.758, 5.112, 18.364], [21.452, 8.728, 15.211], [20.850, 9.304, 13.957], [20.903, 8.239, 12.633], [21.854, 7.111, 12.695], [19.883, 8.195, 11.575], [21.481, 10.732, 13.383], [21.185, 11.339, 12.137], [22.097, 11.655, 14.301], [19.181, 9.657, 14.282], [18.319, 8.600, 14.839], [18.493, 10.869, 13.818], [22.810, 7.568, 12.954], [21.872, 6.470, 11.814], [21.513, 6.427, 13.471], [19.403, 9.147, 11.350], [19.064, 7.560, 11.911], [20.330, 7.772, 10.674], [22.044, 11.907, 11.780], [20.929, 10.563, 11.415], [20.356, 12.045, 12.180], [21.408, 12.475, 14.505], [22.331, 11.179, 15.254], [22.986, 12.088, 13.844], [18.064, 7.885, 14.057], [18.894, 8.021, 15.562], [17.462, 9.047, 15.344], [18.084, 10.794, 12.811], [19.137, 11.746, 13.886], [17.634, 11.024, 14.471], [20.665, 15.107, 18.555], [21.417, 16.341, 18.766], [22.657, 16.280, 19.291], [23.101, 15.335, 19.970], [23.324, 17.398, 18.935], [24.685, 17.610, 19.114], [20.553, 14.529, 19.472], [21.193, 14.503, 17.817], [19.681, 15.401, 18.190], [24.894, 18.672, 19.244], [25.232, 17.172, 18.279], [25.077, 17.204, 20.047], [26.050, 8.992, 7.725], [26.080, 9.249, 9.074], [25.270, 10.101, 9.692], [24.429, 10.766, 9.119], [25.578, 10.038, 10.939], [24.761, 10.740, 11.832], [26.745, 8.183, 7.501], [26.541, 9.846, 7.259], [25.015, 8.858, 7.409], [25.154, 10.791, 12.847], [23.747, 10.341, 11.836], [24.741, 11.789, 11.537], [25.283, 13.583, 22.180], [26.580, 13.982, 21.785], [27.493, 13.068, 21.540], [27.302, 11.896, 21.506], [28.632, 13.678, 21.292], [29.697, 12.912, 20.699], [24.733, 14.514, 22.321], [25.445, 13.077, 23.131], [24.688, 12.988, 21.487], [29.992, 12.078, 21.336], [30.504, 13.645, 20.701], [29.484, 12.567, 19.687], [24.881, 13.969, 13.978], [24.153, 13.722, 15.195], [24.610, 13.956, 16.412], [25.706, 14.401, 16.805], [23.711, 13.295, 17.371], [24.291, 12.906, 18.648], [24.676, 14.949, 13.548], [24.693, 13.178, 13.252], [25.920, 13.919, 14.305], [23.600, 12.496, 19.384], [24.620, 13.835, 19.114], [25.054, 12.128, 18.671], [24.414, 18.381, 12.500], [24.943, 19.218, 13.475], [25.315, 20.469, 13.071], [25.139, 20.839, 11.926], [25.877, 21.108, 14.054], [26.021, 22.538, 14.014], [23.647, 18.894, 11.919], [23.911, 17.619, 13.096], [25.168, 17.979, 11.824], [26.105, 22.920, 12.997], [26.845, 22.828, 14.667], [25.212, 23.038, 14.545], [27.673, 14.001, 8.884], [26.869, 14.787, 9.838], [25.508, 14.675, 9.834], [24.833, 14.204, 8.881], [24.978, 15.284, 10.858], [23.611, 15.303, 11.070], [27.159, 13.940, 7.924], [27.874, 12.973, 9.187], [28.590, 14.529, 8.622], [23.090, 15.611, 10.163], [23.355, 16.080, 11.790], [23.154, 14.372, 11.407], [23.690, 8.608, 18.974], [22.735, 8.326, 19.938], [22.436, 9.301, 20.911], [22.970, 10.383, 20.961], [21.577, 8.747, 21.755], [20.724, 9.584, 22.531], [23.209, 9.301, 18.284], [23.927, 7.687, 18.441], [24.607, 9.000, 19.414], [20.184, 10.276, 21.884], [21.219, 10.123, 23.339], [19.949, 8.972, 22.992], [29.394, 10.969, 10.332], [28.476, 11.178, 11.417], [28.257, 12.356, 11.896], [27.334, 12.585, 12.674], [29.252, 13.225, 11.629], [29.356, 14.422, 12.365], [29.007, 10.139, 9.740], [30.354, 10.674, 10.755], [29.501, 11.811, 9.649], [29.542, 14.317, 13.434], [28.391, 14.913, 12.238], [30.092, 15.055, 11.869], [28.146, 13.389, 15.960], [29.288, 12.781, 15.372], [30.310, 12.276, 16.107], [30.532, 12.547, 17.269], [30.932, 11.341, 15.386], [31.816, 10.436, 15.967], [28.457, 14.220, 16.593], [27.485, 12.786, 16.583], [27.597, 13.938, 15.194], [32.806, 10.891, 15.944], [31.881, 9.515, 15.388], [31.458, 10.076, 16.932]],
  "atomic_forces_ev_per_a": [[1.61, -1.50, -1.18], [0.30, -0.31, 0.05], [-0.15, 1.45, 0.70], [0.68, -0.06, 0.11], [0.01, 0.26, 0.90], [-2.08, 1.76, 1.15], [0.26, -0.57, -0.61], [1.12, 0.80, -1.21], [0.07, 0.69, -0.29], [-0.36, -1.13, 0.40], [-0.87, -0.29, -0.89], [-0.51, 0.34, 0.04], [-0.21, 0.13, -0.44], [-0.19, -0.16, 0.25], [0.01, 0.06, -0.01], [0.08, -0.29, -0.38], [-0.06, 0.19, -0.07], [-0.20, 0.54, 0.00], [-0.04, -0.15, 0.10], [0.37, -0.56, 0.19], [-0.01, -0.26, 0.22], [-0.31, -0.20, 0.05], [0.39, 0.08, 0.13], [0.05, -0.07, -0.04], [-0.15, 0.17, -0.21], [0.03, 0.36, -0.18], [-0.31, -0.03, 1.05], [0.17, -0.53, -0.10], [0.46, -0.64, 0.27], [0.61, -0.51, 0.78], [-1.41, 2.66, 0.04], [-0.27, -0.69, 0.21], [0.81, -0.12, -0.31], [-0.69, 0.48, -0.64], [0.32, -0.40, 0.33], [-0.76, -0.12, 0.89], [0.42, -0.17, 0.77], [1.19, -0.48, -0.69], [0.29, -1.85, 0.12], [-1.05, 0.30, -1.85], [-0.12, -0.97, -0.43], [0.44, -0.14, 0.23], [0.25, 0.19, 0.07], [0.20, 0.26, -0.14], [0.12, 0.17, 0.13], [0.13, 0.32, 0.18], [0.37, -0.40, 0.16], [-0.22, 0.53, -0.28], [0.60, 0.16, -0.32], [-0.38, -0.75, 0.13], [0.46, 0.19, -0.21], [-0.46, 0.59, 0.00], [-0.16, 0.30, -0.60], [-0.02, 0.96, 0.47], [-0.65, 0.79, -0.01], [0.87, -0.37, 0.27], [-0.63, 0.32, 0.23], [-0.13, -1.14, 0.62], [-0.15, 0.21, 1.63], [-0.10, -1.12, -2.22], [2.80, 2.40, 1.23], [-0.30, -0.76, -0.78], [-1.85, -0.36, -0.63], [1.30, -0.38, -0.77], [0.35, 0.15, 1.10], [0.31, 0.39, 0.02], [-0.40, 0.59, -0.17], [-0.35, 0.05, 0.00], [-0.83, 0.51, 0.34], [0.01, -0.65, 0.29], [0.08, 0.49, 0.71], [-0.02, -0.17, -0.31], [0.67, -0.40, 0.62], [-0.14, 0.01, 0.17], [-0.74, 0.18, -1.21], [-0.63, -0.33, -0.16], [-0.06, -0.56, -0.50], [-0.09, 0.54, 0.34], [0.18, -0.15, -0.19], [-0.11, -0.07, 0.12], [0.12, 0.04, 0.22], [0.12, 0.14, 0.04], [0.11, 0.06, 0.13], [-0.17, -0.25, 0.12], [0.08, -0.46, 0.35], [-0.11, -0.49, -0.16], [-0.15, 0.37, 0.03], [1.02, -0.28, -0.03], [2.29, 0.24, -0.22], [0.31, 0.63, -0.16], [-1.42, 0.89, -0.87], [-1.25, -0.19, 0.21], [0.45, -0.59, -0.73], [0.77, -0.55, 1.60], [-0.83, -0.22, 1.55], [-1.24, 2.37, -1.36], [-0.24, 0.65, -0.20], [0.01, -0.11, 0.62], [-0.09, 0.06, -0.16], [0.29, -0.31, 0.45], [0.13, -0.63, 0.69], [0.00, 0.12, 0.14], [-0.16, -0.26, -0.13], [0.05, -0.13, -0.39], [-0.36, -0.23, -0.38], [0.10, -0.11, -0.17], [-0.41, 0.32, -0.27], [0.11, -0.28, -0.33], [-0.66, 0.54, -0.47], [0.83, 0.03, -0.39], [0.19, -0.18, 0.42], [-0.33, -0.56, -0.06], [0.09, -0.02, 0.42], [-0.02, -0.14, 0.08], [0.03, -0.19, -0.05], [0.27, -0.84, 0.04], [-0.15, 0.81, -1.84], [-1.54, -0.66, 0.68], [-0.22, 0.64, -0.14], [-0.73, 0.45, 0.90], [-0.14, -0.41, 0.96], [0.45, -0.88, 1.28], [-0.42, -0.21, -1.15], [-0.25, 0.24, 0.57], [0.91, 0.20, -0.34], [1.28, 0.08, -0.45], [0.19, -0.66, 0.37], [0.26, -0.71, -0.12], [0.12, 0.71, -0.46], [0.40, -0.02, 0.38], [0.40, 0.17, 0.05], [-0.21, -0.36, -0.28], [-0.08, 0.14, -0.04], [0.13, -0.10, -0.13], [0.17, 0.21, -0.18], [-0.15, 0.18, 0.08], [0.03, 0.36, 0.12], [0.22, -0.04, -0.20], [0.03, -0.14, 0.10], [-0.69, -0.01, -0.04], [0.01, 0.11, 0.14], [-0.05, -0.19, -0.33], [0.06, -0.01, -0.32], [-0.02, -0.22, -0.01], [-0.01, 0.13, 0.10], [0.67, 0.20, 0.42], [0.17, 0.06, -0.10], [1.35, -2.02, 1.08], [-1.06, 2.55, -1.69], [-2.62, -0.43, -0.12], [1.56, -0.30, 0.96], [0.12, 0.12, 0.06], [-0.03, -0.01, -0.01], [0.19, 0.14, 0.00], [-0.34, 0.03, -0.71], [0.07, 0.25, 0.03], [-0.26, -0.60, 0.05], [0.21, 1.07, -1.20], [1.21, -1.04, 2.15], [-1.04, 0.31, -2.95], [0.45, -0.39, 0.89], [0.77, -0.46, 1.96], [-0.91, 1.51, 0.54], [-0.56, -0.44, 0.31], [-0.54, 0.24, -0.67], [0.26, -0.15, -0.48], [0.43, -0.78, -0.25], [0.04, -0.06, 0.01], [-0.30, 0.08, -0.28], [-0.36, 0.10, 0.99], [0.15, 1.23, -0.65], [-0.45, 0.32, -0.35], [-0.10, -1.71, 0.01], [0.75, 0.39, -0.39], [0.31, 0.46, 0.60], [0.11, -0.08, 0.12], [-0.69, -0.23, 0.00], [0.61, -0.25, -0.20], [-0.22, -0.07, -0.03], [0.11, -0.26, -0.30], [-0.16, 0.20, 0.16], [1.46, 0.39, 1.05], [-1.38, 0.26, 0.74], [1.93, -1.98, 3.39], [-3.23, -0.51, -1.73], [1.15, 0.53, -2.17], [0.40, 1.27, 0.74], [-0.25, -0.07, 0.21], [-0.23, 0.08, 0.38], [0.06, 0.08, -0.73], [-1.09, 0.16, -0.84], [0.53, -0.29, 0.03], [0.42, 0.22, -1.02], [-1.00, -0.51, -0.44], [1.25, 2.01, 1.18], [-0.94, -1.25, -2.12], [0.23, 0.29, 0.98], [0.28, 0.52, 1.30], [-0.09, 0.39, 0.29], [0.05, 0.03, -0.12], [0.20, -0.22, -0.42], [0.06, -0.08, 0.11], [0.12, -0.17, 0.14], [0.52, -0.52, -0.52], [-0.65, -0.40, -0.39], [-1.28, 0.56, -0.86], [0.09, -0.77, 0.26], [-1.46, -1.30, -4.72], [2.28, 0.96, 2.99], [2.31, 0.19, 1.33], [-2.29, 0.53, -0.60], [-0.44, -0.05, 0.16], [-0.20, 0.31, 0.51], [-0.02, 0.19, 0.86], [0.03, -0.25, -0.24], [0.48, -0.28, 0.18], [0.46, -0.12, 0.00], [0.49, 0.68, -0.78], [-1.80, 0.43, 3.06], [1.57, -1.07, -1.54], [-0.77, -0.46, -0.02], [-0.10, -0.33, -0.27], [-0.71, 0.69, 0.15], [0.56, 0.30, -0.35], [-0.11, 0.01, 0.22], [-0.02, 0.14, -0.12], [0.24, 0.21, -0.03], [0.40, -0.04, -0.25], [0.33, -0.42, -0.14], [0.28, -0.49, -0.13], [-0.27, -1.19, -1.51], [-0.50, 1.91, 3.08], [1.08, -0.12, -1.41], [0.56, -1.19, -0.54], [-1.38, 1.15, -0.23], [-0.16, -0.05, 0.28], [0.04, 0.21, -0.12], [0.02, 0.15, 0.45], [0.22, -0.50, -0.19], [-0.05, 0.37, 0.28], [0.17, -0.33, 0.12], [0.37, 1.82, 0.89], [0.78, -1.05, -0.65], [-1.26, -0.21, 1.43], [0.03, -0.15, -0.95], [-1.38, 0.79, -1.32], [0.90, -0.61, 0.60], [0.18, -0.12, 0.39], [0.32, -0.59, -0.44], [0.16, -0.83, -0.30], [0.09, -0.19, 0.67], [-0.32, 0.32, -0.60], [0.29, 0.59, 0.33]]
}

(2)
{
  "formula": "C7H10O2",
  "method": "ωB97M-V/def2-TZVPD",
  "total_energy_ev": -11510.5640,
  "e_lumo_ha": 0.0086,
  "homo_lumo_gap_ev": 8.36,
  "species": ["C", "C", "C", "C", "C", "C", "C", "O", "O", "H", "H", "H", "H", "H", "H", "H", "H", "H", "H"],
  "xyz": [[-0.613, 0.244, -0.234], [1.126, -0.296, -0.058], [-2.709, 0.104, -0.616], [-2.964, 0.057, 0.710], [1.865, -0.406, -1.356], [1.908, -0.335, 1.224], [0.084, 1.294, 0.188], [-0.091, -1.024, 0.022], [0.404, 2.426, 0.370], [-2.602, -0.802, -1.199], [-2.827, 1.022, -1.177], [-2.914, -0.873, 1.261], [-3.165, 0.957, 1.278], [2.468, -1.320, -1.371], [1.167, -0.430, -2.191], [2.538, 0.445, -1.479], [2.405, -1.307, 1.311], [2.667, 0.449, 1.232], [1.252, -0.204, 2.084]],
  "atomic_forces_ev_per_a": [[0.78, -0.17, -0.08], [-0.66, 0.31, -0.03], [-0.44, -0.05, 0.35], [0.23, 0.03, -0.35], [-0.03, -0.02, 0.02], [-0.06, 0.00, -0.03], [0.23, 0.17, 0.05], [0.06, 0.03, 0.07], [-0.09, -0.36, 0.00], [0.06, 0.01, 0.04], [0.06, 0.00, 0.04], [-0.02, 0.00, -0.04], [-0.01, 0.00, -0.04], [-0.03, 0.05, 0.02], [0.00, 0.01, 0.04], [-0.03, -0.03, 0.02], [-0.03, 0.05, -0.02], [-0.03, -0.02, -0.02], [-0.01, 0.01, -0.04]]
}